Entry 1:
Density functional theory data (ωB97M-V with the def2-TZVPD basis set) for a 3-piece molecular cluster, C5H10O2 overall at a distorted geometry.

Properties
Charge ... 0
Electronic energy ... -9435.3073 eV

Each line ends with the Löwdin charge.
Geometry (Å):
O: 3.3072 0.4745 0.1808  -0.220
O: 1.2684 0.6391 -0.1286  0.092
C: -1.0734 -0.0173 -0.1208  -0.151
C: -1.3168 0.2274 1.3214  -0.080
C: 1.1442 -0.5551 -0.1041  -0.347
C: 1.3653 -1.8422 -0.0118  0.023
C: -1.3688 1.0498 -1.1080  -0.084
H: 2.3796 -2.1603 0.1780  0.068
H: -0.9111 -0.5683 1.9450  0.089
H: -2.4603 1.1331 -1.2231  0.101
H: -0.9551 0.8236 -2.0902  0.091
H: 0.5664 -2.5613 -0.0922  0.051
H: -0.8991 1.1844 1.6363  0.096
H: -0.9972 2.0184 -0.7740  0.090
H: 3.5671 0.9245 -0.6362  -0.032
H: -1.2139 -1.0348 -0.4729  0.110
H: -2.4024 0.2644 1.5005  0.101

Forces on atoms 1 to 6 (eV/Å):
O -0.519 0.384 -0.220
O 1.015 -0.270 0.158
C 0.743 -0.210 -0.001
C 0.097 -0.004 0.093
C -1.712 0.201 -0.020
C 0.071 -0.062 0.041

***

Entry 2:
Density functional theory data (ωB97M-V with the def2-TZVPD basis set) for one molecule with the formula C5H10O2 at a distorted geometry.

Properties
Structure (SMILES) ... CO[C@H]1C[C@H]1CO
Charge ... 0
Electronic energy ... -9440.4016 eV

Each line ends with the Löwdin charge.
Geometry (Å):
O: -0.5932 -1.0104 -0.0166  -0.154
O: 2.3044 -0.5701 -1.4336  -0.055
C: -1.7926 -1.4468 0.5947  -0.091
C: -0.6859 0.3509 -0.3316  -0.334
C: 1.9372 0.2278 -0.3172  -0.234
C: -0.2408 1.3144 0.7126  -0.049
C: 0.6457 1.0071 -0.4750  -0.205
H: -2.0871 -0.7765 1.4149  0.092
H: -2.5937 -1.4783 -0.1544  0.090
H: 1.8584 -0.3771 0.5916  0.119
H: 1.6056 -1.2242 -1.5474  0.082
H: -0.6211 2.3226 0.8374  0.100
H: 0.6896 1.7109 -1.3177  0.148
H: -1.4733 0.5996 -1.0539  0.155
H: 2.7508 0.9479 -0.1911  0.122
H: -0.0979 0.8523 1.7075  0.124
H: -1.6062 -2.4503 0.9799  0.090

Forces on atoms 1 to 6 (eV/Å):
O -0.405 0.288 0.233
O -0.374 0.128 0.054
C 0.021 -0.232 -0.031
C 0.235 -0.245 -0.809
C -0.100 0.170 0.368
C -0.058 0.300 0.957

***

Entry 3:
Density functional theory data (ωB97M-V with the def2-TZVPD basis set) for one molecule with the formula C5H10O2 at a distorted geometry.

Properties
Structure (SMILES) ... C=C[C@H](CO)OC
Charge ... 0
Electronic energy ... -9440.1910 eV

Each line ends with the Löwdin charge.
Geometry (Å):
O: -0.8375 -0.5593 1.9755  -0.095
O: 0.4611 -0.0487 -1.1579  -0.177
C: 0.8640 0.9000 0.9683  -0.115
C: -0.1750 0.6215 -0.0888  -0.328
C: -1.2397 -0.2722 0.6499  -0.187
C: -0.3231 -0.1795 -2.3168  -0.101
C: 1.8603 0.0393 1.1935  0.011
H: 0.1292 -0.7544 1.9264  0.063
H: -0.6305 0.8028 -2.7097  0.092
H: 2.5169 0.1417 2.0525  0.070
H: 0.3034 -0.6785 -3.0611  0.093
H: -0.6285 1.5580 -0.4622  0.147
H: 2.0486 -0.7683 0.4884  0.079
H: 0.6404 1.7028 1.6691  0.121
H: -1.3853 -1.2034 0.0705  0.119
H: -2.2051 0.2508 0.7001  0.123
H: -1.2255 -0.7875 -2.1490  0.086

Forces on atoms 1 to 6 (eV/Å):
O 0.041 -0.626 -0.108
O -0.021 -0.112 0.093
C 0.495 -0.098 -0.091
C 0.088 0.111 0.251
C -0.143 0.122 -0.283
C -0.159 -0.042 -0.205

***

Result set for HOMO-LUMO gap: 5.89; 10.85; 10.69 eV, one per record in the order listed.